Record 1
C6H10N2O | ωB97M-V with the def2-TZVPD basis set

Last column: natural (NBO) charge in e.
CARTESIAN COORDINATES (ANGSTROEM)
C  -0.70247  1.11370  -2.00572  -0.072
C  1.16824  0.60295  0.54115  0.600
C  -1.38694  0.49585  -0.78633  -0.473
C  -0.73045  -0.81399  -0.38311  -0.373
C  0.54215  -0.68600  0.48470  -0.378
C  0.41378  -1.23565  1.93585  -0.577
N  0.49518  1.40965  -2.21439  -0.027
N  1.71179  1.33465  1.35517  -0.617
O  1.49919  1.28610  -1.45799  -0.447
H  -1.26476  1.14536  -2.85045  0.181
H  -1.61313  1.31253  0.02553  0.224
H  -2.44256  0.24385  -1.13767  0.224
H  -1.47937  -1.29685  0.15334  0.212
H  -0.52846  -1.36010  -1.22331  0.216
H  1.26934  -1.32219  -0.10145  0.264
H  -0.45004  -2.02159  2.05343  0.207
H  0.07725  -0.44347  2.49629  0.220
H  1.23779  -1.80294  2.18804  0.224
H  2.18346  2.03813  0.92692  0.392

Force components x, y, z for each atom (eV/Å):
C -0.0858 -0.7543 2.6250
C 0.9862 1.7793 -1.7795
C -1.4327 1.5657 -0.3336
C 0.0322 2.9625 2.1581
C 0.0023 -2.6505 -0.8487
C -3.3639 -2.2496 -2.4624
N 0.3280 0.4705 -2.0225
N -2.0255 -3.1233 0.6820
O 0.5858 -0.9845 4.0384
H -1.7857 0.5752 -2.3370
H 0.9042 -1.7175 -1.0025
H 1.2810 0.2940 0.3285
H -0.9791 -1.3415 1.2108
H 0.5275 -1.3273 -2.2213
H -0.2658 0.6677 0.8403
H 1.3496 1.3781 -0.7566
H 0.0215 1.6584 2.0743
H 2.0671 -0.3295 1.1297
H 1.8531 3.1265 -1.3229

Calculated values
LUMO (alpha / beta)   0.5 / 0.5 eV
Highest occupied orbital energy (alpha / beta)   -7.853 / -7.849 eV
ΔE to the lowest compared entry with this formula, charge and spin   130.5 kcal/mol
Orbital gap (alpha / beta)   0.3057 / 0.3055 Eh
Molar mass   126.16 g/mol
2S+1   1



Record 2
C8H15NOS | ωB97M-V with the def2-TZVPD basis set

Last column: natural (NBO) charge in e.
CARTESIAN COORDINATES (ANGSTROEM)
C  1.04852  0.68601  1.52121  -0.733
C  0.78936  -1.09265  -0.38010  0.131
C  -0.32356  0.89637  0.84157  -0.257
C  -0.71542  -0.30681  -0.08892  -0.198
C  -0.45038  2.07374  -0.13326  -0.624
C  -3.10769  -1.19368  0.33308  -0.605
C  2.91455  0.82848  -0.98401  -0.873
C  -1.62456  -1.46099  0.32651  -0.429
N  1.05561  -2.15397  -0.95813  -0.612
O  3.12572  -0.89540  0.97117  -0.938
S  2.07571  -0.09394  0.37415  1.684
H  1.35895  1.67841  1.78951  0.210
H  -1.14475  0.92457  1.61267  0.221
H  -0.85067  0.04153  -1.05895  0.209
H  -1.34908  1.81416  -0.70174  0.203
H  0.36903  2.30344  -0.83375  0.203
H  -0.73159  2.97457  0.54868  0.216
H  -3.45124  -0.34252  0.95082  0.200
H  -3.70161  -2.13502  0.58772  0.213
H  -3.56512  -0.88172  -0.52114  0.203
H  3.66329  0.12006  -1.44723  0.253
H  2.20164  1.21951  -1.73015  0.234
H  3.35308  1.81128  -0.77892  0.260
H  -1.48104  -2.24698  -0.45952  0.223
H  -1.40726  -1.99487  1.26318  0.226
H  1.94851  -2.57359  -1.04446  0.383

Force components x, y, z for each atom (eV/Å):
C -0.4395 -0.3539 -2.3490
C -1.2583 1.3132 0.2464
C -0.7321 -1.7770 -0.8796
C 4.3696 -3.1441 1.9357
C -1.6472 1.9559 2.1346
C -1.1063 -0.7348 2.6850
C 0.1045 -0.2623 -1.4010
C -0.5069 -0.9753 -1.1615
N -2.4033 -0.1869 -0.2510
O 0.5674 -0.2216 -0.4257
S -0.4988 1.8162 2.3602
H 0.8980 0.2257 0.6274
H 0.8749 0.3844 -0.5655
H -1.1073 0.3873 -1.6747
H 0.0749 0.8303 -0.1882
H -0.1355 -0.2494 0.5861
H 0.7936 -0.9418 -1.6414
H 0.4528 -0.6436 0.6943
H 0.8739 1.2378 0.1379
H -0.5411 0.5885 -3.3261
H -0.8390 0.9170 0.4649
H -0.2544 -1.0301 0.0552
H 0.4163 -0.5820 1.2020
H 0.0942 0.5174 0.5744
H 0.6117 0.7235 -0.0995
H 1.3379 0.2057 0.2591

Calculated values
SMILES   [H]/N=C1/[C@@H](CC)[C@H](C)C=[S@@]1(C)=O
LUMO   0.6 eV
Highest occupied orbital energy   -7.991 eV
ΔE to the lowest compared entry with this formula, charge and spin   134.0 kcal/mol
Orbital gap   0.3145 Eh
Molar mass   173.28 g/mol
2S+1   1



Record 3
C3H5N2O | ωB97M-V with the def2-TZVPD basis set

Last column: natural (NBO) charge in e.
CARTESIAN COORDINATES (ANGSTROEM)
C  -1.59125  0.29564  -1.34689  0.810
C  0.44893  -0.81800  -0.56709  -0.097
C  -1.03803  -0.55418  -0.50592  -0.594
N  0.97143  0.76194  1.44357  -0.353
N  0.69310  0.86670  0.28610  0.009
O  -2.25355  0.90858  -2.03475  -0.313
H  0.97620  -1.37322  0.14814  0.207
H  1.03841  -0.52097  -1.43151  0.248
H  -1.64220  -0.99316  0.17836  0.287
H  1.01235  1.57302  2.10116  0.422
H  1.38460  -0.14635  1.72883  0.375

Force components x, y, z for each atom (eV/Å):
C -1.2896 -0.3304 -0.5722
C -2.1031 4.9606 0.5205
C 4.6765 -0.7399 -1.7252
N 1.6120 -0.8057 2.0631
N -0.5078 -0.5094 -2.9071
O 0.2183 0.7052 -0.3342
H 0.1182 -1.5485 0.6788
H -0.4431 -0.5501 -0.2204
H -1.7163 -1.2078 2.0486
H -0.3827 -0.5358 -0.4316
H -0.1823 0.5618 0.8798

Calculated values
LUMO (alpha / beta)   -5.1 / -5.1 eV
Highest occupied orbital energy (alpha / beta)   -14.070 / -14.070 eV
ΔE to the lowest compared entry with this formula, charge and spin   112.8 kcal/mol
Orbital gap (alpha / beta)   0.3282 / 0.3282 Eh
Net charge   +1
Molar mass   85.09 g/mol
2S+1   1



Record 4
C29H38N3O3P2RhS3Te | ωB97M-V with the def2-TZVPD basis set

Last column: Mulliken spin population.
CARTESIAN COORDINATES (ANGSTROEM)
Rh  -0.17873  -1.55211  1.93107  2.299
S  0.73579  0.00861  6.38707  0.308
C  0.56192  -0.65529  4.90517  -0.089
S  1.26903  -2.12140  4.45631  0.529
S  -0.42062  0.08146  3.69498  0.327
O  -1.69150  -5.52929  2.09602  0.037
C  -1.29776  -4.44954  1.71410  -0.002
O  -1.09605  -3.39775  2.48095  0.168
C  -0.98293  -4.25366  0.22287  -0.030
P  -1.12380  -2.47132  -0.10803  0.218
C  -0.52924  -2.21663  -1.80787  0.035
C  -1.16902  -1.35349  -2.69439  0.018
C  -0.61998  -1.08813  -3.94237  -0.008
C  0.57800  -1.68000  -4.31879  0.016
C  1.22414  -2.54463  -3.44196  -0.009
C  0.67476  -2.80646  -2.19427  0.016
C  -2.92559  -2.22315  -0.18006  0.006
C  -3.56104  -1.51585  0.83890  0.037
C  -4.94206  -1.36943  0.83311  0.006
C  -5.69420  -1.92062  -0.19411  0.001
C  -5.06935  -2.63208  -1.21216  0.000
C  -3.69107  -2.78773  -1.20202  -0.002
H  -1.65607  -4.85071  -0.38425  0.000
H  0.03841  -4.59778  0.05598  -0.002
H  -2.10471  -0.89136  -2.40909  0.004
H  -1.13017  -0.41985  -4.62521  -0.001
H  1.00527  -1.47698  -5.29370  0.001
H  2.15677  -3.01621  -3.73326  0.000
H  1.18741  -3.48173  -1.51936  0.003
H  -2.97588  -1.08069  1.63625  -0.015
H  -5.43025  -0.82705  1.63337  0.001
H  -6.77175  -1.80376  -0.19984  0.000
H  -5.65698  -3.07393  -2.00787  0.000
H  -3.20759  -3.35222  -1.99277  0.002
C  1.04582  3.40254  -0.89901  0.000
N  0.64649  2.10446  -0.37521  -0.002
C  1.21739  0.97167  -1.10755  0.014
P  -0.78899  1.90927  0.42143  -0.013
O  -0.99675  0.45680  0.69984  -0.079
N  -2.09692  2.47832  -0.41456  0.008
C  -2.27744  3.88650  -0.73069  0.001
C  -3.02602  1.58792  -1.09778  0.001
N  -0.67206  3.00451  1.65087  -0.001
C  -1.87389  3.22981  2.47321  0.009
C  0.57124  3.21964  2.39869  0.009
H  2.13585  3.45978  -0.92538  0.000
H  0.68304  4.20587  -0.25983  0.000
H  0.67396  3.56947  -1.91689  0.000
H  2.30804  1.05145  -1.09615  0.000
H  0.88690  0.94639  -2.15422  0.000
H  0.92974  0.03759  -0.63533  0.007
H  -1.58191  4.50050  -0.16343  0.000
H  -3.29246  4.20034  -0.47098  0.000
H  -2.12925  4.07994  -1.79801  0.000
H  -2.93471  0.57979  -0.71062  0.002
H  -2.85331  1.57637  -2.18042  0.000
H  -4.04957  1.92890  -0.92557  0.000
H  -2.77105  2.94542  1.92755  -0.001
H  -1.95273  4.28701  2.73401  0.000
H  -1.82829  2.64803  3.39536  -0.005
H  1.42412  2.83990  1.84259  -0.003
H  0.54010  2.71295  3.36467  -0.002
H  0.71274  4.28881  2.57245  0.001
C  3.29039  -1.57302  -0.50728  0.016
Te  2.44731  -2.10826  1.39741  0.166
C  3.30499  -0.28503  2.08914  0.002
C  4.25174  0.18268  1.01359  -0.007
C  5.11545  1.25200  1.25093  0.004
C  5.97101  1.70051  0.25799  0.000
C  5.97525  1.07802  -0.98682  0.000
C  5.12228  0.01288  -1.22758  0.006
C  4.25322  -0.44066  -0.23364  -0.011
H  2.50237  -1.27118  -1.19448  -0.003
H  3.78999  -2.44818  -0.92399  0.001
H  3.79683  -0.48207  3.03849  0.000
H  2.49376  0.42098  2.26509  0.009
H  5.11641  1.72995  2.22480  0.000
H  6.64040  2.53013  0.45526  0.000
H  6.64755  1.41956  -1.76555  0.000
H  5.12585  -0.47751  -2.19711  0.000

Force components x, y, z for each atom (eV/Å):
Rh -0.3713 -0.0869 -0.0962
S 0.2410 -0.0272 0.2738
C -0.4145 0.2099 -0.2697
S 0.1943 -0.0708 0.2764
S 0.2058 -0.0242 0.1201
O 0.0477 0.2210 0.0615
C 0.0251 0.1183 0.3155
O -0.0147 -0.2384 -0.3907
C -0.0428 0.1966 0.0201
P -0.0938 -0.1253 -0.2987
C 0.0455 -0.0213 0.0458
C 0.0159 0.0543 -0.0465
C 0.0131 -0.0296 0.0431
C 0.0432 -0.0547 0.0394
C -0.0299 0.0315 -0.0212
C -0.0451 -0.0179 -0.1461
C -0.0238 0.0067 -0.0297
C -0.0228 -0.0983 -0.0996
C 0.0018 -0.0144 -0.0355
C -0.0043 0.0016 -0.0056
C 0.0448 -0.0006 0.0008
C -0.0393 0.0052 0.0294
H -0.0408 -0.1317 -0.0292
H 0.0637 0.0224 -0.0339
H 0.0019 0.0267 -0.0069
H -0.0080 -0.0061 0.0247
H -0.0246 -0.0047 0.0459
H -0.0668 0.0259 0.0337
H 0.0193 -0.0155 -0.0086
H 0.0439 0.0512 0.0705
H 0.0304 -0.0123 -0.0162
H 0.0507 -0.0099 0.0033
H 0.0232 0.0181 0.0271
H -0.0237 0.0244 0.0205
C 0.0206 -0.0661 0.0184
N 0.2603 -0.1859 -0.1806
C -0.0054 0.3075 -0.0241
P 0.0326 -0.0233 0.0726
O -0.0518 0.0114 -0.0067
N -0.1784 -0.0015 -0.1222
C -0.0230 -0.0710 0.0000
C 0.0847 0.1439 0.0017
N -0.1433 -0.2238 0.3757
C 0.1917 0.1007 -0.1173
C -0.1127 0.0532 -0.0647
H 0.0319 -0.0044 0.0013
H -0.0021 -0.0385 0.0063
H -0.0150 -0.0120 -0.0013
H -0.0652 0.0749 0.0055
H -0.0188 0.0126 0.0233
H -0.0990 0.0126 0.0845
H -0.0147 -0.0308 -0.0095
H -0.0308 -0.0069 -0.0028
H 0.0132 -0.0011 -0.0114
H 0.0419 -0.0589 0.0461
H 0.0108 0.0226 -0.0054
H -0.0405 0.0115 0.0129
H 0.0401 -0.0090 -0.0267
H 0.0498 0.0439 -0.0076
H 0.0394 -0.0403 0.0092
H -0.0039 0.0027 -0.0644
H -0.0378 -0.0338 -0.0004
H -0.0146 0.0428 -0.0159
C 0.0419 0.0644 0.0221
Te 0.1568 -0.0735 -0.0414
C 0.0047 0.0620 -0.0025
C -0.0246 -0.0034 0.0227
C 0.0040 0.0051 -0.0356
C -0.0038 -0.0029 -0.0142
C -0.0171 -0.0108 0.0092
C -0.0188 -0.0218 0.0113
C 0.0215 -0.0490 -0.0170
H 0.0778 -0.0328 0.0233
H 0.0208 0.0395 0.0265
H 0.0414 0.0018 -0.0016
H -0.0188 0.0148 0.0069
H -0.0073 -0.0212 -0.0404
H -0.0407 -0.0549 -0.0158
H -0.0383 -0.0186 0.0499
H -0.0046 0.0440 0.0826

Calculated values
LUMO (alpha / beta)   0.1 / -2.2 eV
Highest occupied orbital energy (alpha / beta)   -7.459 / -7.738 eV
⟨S²⟩   6.022
ΔE to the lowest compared entry with this formula, charge and spin   13.7 kcal/mol
Orbital gap (alpha / beta)   0.2792 / 0.2017 Eh
Molar mass   865.30 g/mol
2S+1   5



Record 5
C4H6DyO2 | ωB97M-V with the def2-TZVPD basis set

Last column: Mulliken spin population.
CARTESIAN COORDINATES (ANGSTROEM)
O  -2.38166  -0.08926  -0.68540  0.000
C  -1.43104  0.95393  -0.51897  0.032
H  -2.77417  0.03130  -1.55689  0.000
H  -1.76746  1.61376  0.29722  0.004
C  -0.03252  0.49814  -0.42386  0.145
C  0.41831  -0.00822  0.75736  0.016
C  1.47868  -1.09049  0.87402  0.030
O  2.44706  -1.04605  -0.11978  0.057
Dy  2.37156  0.45748  -1.56615  5.708
H  -0.03057  0.30599  1.72023  -0.001
H  -1.19114  1.46232  -1.55049  0.004
H  0.96038  -2.07871  0.88299  0.000
H  1.93256  -1.01018  1.88970  0.004

Force components x, y, z for each atom (eV/Å):
O 0.0713 -0.1442 -0.2105
C 0.8897 2.2130 -2.6225
H 0.0269 -0.1446 0.2473
H 0.0610 0.0795 -0.2897
C 2.5319 -2.4240 1.0771
C -0.4282 0.3498 -0.4700
C -0.0084 0.2078 1.2282
O 0.4380 0.3705 -0.7774
Dy -1.2820 -0.5785 0.9535
H -0.3243 -0.5530 -0.2538
H -2.1528 0.1962 1.6915
H 0.1246 0.5065 -0.1241
H 0.0524 -0.0791 -0.4496

Calculated values
LUMO (alpha / beta)   -0.3 / -1.3 eV
Highest occupied orbital energy (alpha / beta)   -6.721 / -6.796 eV
⟨S²⟩   12.066
ΔE to the lowest compared entry with this formula, charge and spin   0.0 kcal/mol
Orbital gap (alpha / beta)   0.2357 / 0.2033 Eh
Molar mass   248.59 g/mol
2S+1   7



Record 6
C3H6N3S | ωB97M-V with the def2-TZVPD basis set

Last column: natural (NBO) charge in e.
CARTESIAN COORDINATES (ANGSTROEM)
C  0.12164  2.20115  0.09776  0.200
C  0.01812  0.00409  0.14762  0.470
C  -0.34968  -1.38822  0.15936  -0.686
N  1.33133  1.79315  -0.10901  -0.186
N  1.25793  0.49699  -0.14581  -0.277
N  -0.73327  1.11050  0.28450  -0.488
S  2.64485  -0.50127  -0.21303  0.293
H  -0.18786  3.14021  0.24411  0.232
H  -0.15876  -1.67092  -0.87925  0.284
H  -1.31733  -1.38438  0.69784  0.266
H  0.34009  -1.86610  0.84475  0.280
H  -1.72534  1.15526  0.51200  0.466
H  3.33690  0.17818  0.63732  0.145

Force components x, y, z for each atom (eV/Å):
C 0.2937 -3.5913 0.3407
C 1.3246 2.5945 -0.4891
C -0.2121 0.5877 1.1667
N -0.3940 2.3916 -0.4572
N -1.0299 -2.8761 1.1180
N 0.8294 0.2254 -0.2539
S -0.2451 -1.2027 -1.5235
H -0.9443 3.4219 0.2841
H -0.9636 -0.9842 0.2516
H 0.0194 -0.8861 -1.2412
H 0.3042 -0.5146 -0.1440
H 0.3523 -0.0858 -0.1836
H 0.6654 0.9198 1.1313

Calculated values
SMILES   Cc1[nH+]cnn1S
LUMO   -3.6 eV
Highest occupied orbital energy   -14.276 eV
ΔE to the lowest compared entry with this formula, charge and spin   19.5 kcal/mol
Orbital gap   0.3908 Eh
Net charge   +1
Molar mass   116.17 g/mol
2S+1   1